(1)
This record from OMol25 describes a cluster of 2 separate species, C5H14N2 in total. The level of theory is ωB97M-V with the def2-TZVPD basis set.

Cartesian coordinates (Å):
N (0.83341, -0.41863, -0.82756)
N (1.12312, -1.70585, -0.54482)
C (2.81230, 0.64618, 0.02817)
C (-1.57770, -0.22436, -0.52340)
C (-1.80775, -0.90897, 0.81929)
C (1.25485, 0.46334, 0.18992)
C (-1.90458, 1.21664, -0.76879)
H (-2.77802, -0.92144, 1.34663)
H (3.23461, 1.44987, 0.56662)
H (-1.32506, -1.94261, 0.93968)
H (-2.91623, 1.43457, -0.84842)
H (3.00024, 0.66026, -0.96322)
H (-1.39856, 1.57967, -1.65303)
H (-1.71808, 1.99637, 0.11779)
H (0.91073, -2.46344, -1.30828)
H (-1.69279, -0.93231, -1.50285)
H (0.84734, 1.41665, -0.07095)
H (-1.40500, -0.36575, 1.73145)
H (1.01660, 0.13720, 1.29221)
H (3.49303, -0.30468, 0.26020)
H (1.09950, -2.01589, 0.50072)

**Strongest force on any atom**: 0.088 Eh/bohr
**HOMO (spin up / spin down)**: -0.264 / -0.261 hartree
**Charge**: 0
**Energy above the lowest of the compared OMol25 structures with the same formula, charge and spin**: 132.0 kcal per mole
**HOMO-LUMO gap (spin up / spin down)**: 8.243 / 8.064 eV
**Molar mass**: 102.18 g/mol
**LUMO energy (spin up / spin down)**: 1.064 / 0.974 eV



(2)
This record from OMol25 describes a structure of composition C7H6S2. The level of theory is ωB97M-V with the def2-TZVPD basis set.

Cartesian coordinates (Å):
S (2.74584, 1.15928, -1.06554)
S (0.14993, 3.14709, -1.82567)
C (-0.74257, 0.18010, 0.59866)
C (0.07402, 1.80639, -0.77011)
C (1.26879, 1.14831, -0.40260)
C (0.34911, -1.43655, 0.09938)
C (-1.11700, 1.18756, -0.23674)
C (-1.03726, -1.33302, 0.66417)
C (0.66697, -0.00649, 0.67160)
H (-1.11825, -1.63704, 1.67268)
H (-2.14478, 1.39960, -0.66853)
H (1.27404, -0.17859, 1.54817)
H (1.16319, -2.01837, 0.41928)
H (-1.87800, -1.82807, 0.23828)
H (0.34597, -1.59020, -0.94303)

**Strongest force on any atom**: 0.098 Eh/bohr
**HOMO (spin up / spin down)**: -0.313 / -0.313 hartree
**Charge**: 0
**Energy above the lowest of the compared OMol25 structures with the same formula, charge and spin**: 63.6 kcal per mole
**HOMO-LUMO gap (spin up / spin down)**: 6.557 / 6.555 eV
**Molar mass**: 154.26 g/mol
**LUMO energy (spin up / spin down)**: -1.959 / -1.958 eV



(3)
This record from OMol25 describes the molecule C5H13NOS. The level of theory is ωB97M-V with the def2-TZVPD basis set.

Cartesian coordinates (Å):
S (-1.89421, 2.31366, 0.60668)
O (2.08567, -1.04150, -1.22059)
N (-0.76777, -1.83978, -1.32551)
C (-0.06215, 0.19742, -0.08749)
C (-0.04125, -1.31710, -0.17470)
C (-0.43591, 3.14463, 1.26889)
C (1.40955, -1.84350, -0.22275)
C (-1.38632, 0.59231, 0.55437)
H (2.66613, -1.58427, -1.75277)
H (-0.04593, 2.65703, 2.16503)
H (-0.41792, -1.83495, 0.70503)
H (-1.41142, 0.18405, 1.57268)
H (0.03575, 0.59465, -1.10162)
H (-1.03662, -1.07867, -1.93511)
H (-0.18794, -2.48039, -1.84471)
H (0.79888, 0.62601, 0.42296)
H (1.94346, -1.71577, 0.71680)
H (0.36257, 3.16246, 0.53204)
H (-2.22321, 0.00595, 0.17284)
H (1.42000, -2.85801, -0.61687)
H (-0.81134, 4.11576, 1.56480)

**Strongest force on any atom**: 0.045 Eh/bohr
**SMILES**: CSCC[C@@H](N)CO
**HOMO**: -0.308 hartree
**Charge**: 0
**Energy above the lowest of the compared OMol25 structures with the same formula, charge and spin**: 25.3 kcal per mole
**HOMO-LUMO gap**: 9.136 eV
**Molar mass**: 135.23 g/mol
**LUMO energy**: 0.752 eV



(4)
This record from OMol25 describes a structure of composition C6H15O3Sc. The level of theory is ωB97M-V with the def2-TZVPD basis set.

Cartesian coordinates (Å):
Sc (-0.28413, 0.97144, 0.07838)
O (-0.89830, 0.59532, -1.87026)
O (0.32603, 0.44479, 1.94620)
O (0.14775, -1.04926, -0.18413)
C (0.78376, 1.68294, 3.02845)
C (0.90537, -0.83132, 2.07831)
C (0.50152, -1.77924, 0.97546)
C (-0.26435, -1.69388, -1.36853)
C (-1.26606, 1.59648, -2.81164)
C (-0.58445, -0.67366, -2.42633)
H (0.40506, 2.54829, 1.34089)
H (0.02530, 2.46823, 3.11008)
H (2.00378, -0.74221, 2.10020)
H (0.58167, -2.31301, -1.69893)
H (-1.47582, -1.00832, -2.97732)
H (-1.60789, 2.46103, -2.23515)
H (-1.16575, -2.27532, -1.12415)
H (0.65540, 1.20275, 4.00940)
H (-0.39423, 1.87697, -3.41953)
H (-2.05913, 1.20773, -3.46528)
H (1.36649, -2.39441, 0.68942)
H (0.28474, -0.53741, -3.08710)
H (-0.38684, -2.35691, 1.27185)
H (1.87300, 1.83763, 3.00948)
H (0.52707, -1.23865, 3.03022)

**Strongest force on any atom**: 0.066 Eh/bohr
**HOMO**: -0.592 hartree
**Charge**: +2
**Energy above the lowest of the compared OMol25 structures with the same formula, charge and spin**: 59.7 kcal per mole
**HOMO-LUMO gap**: 7.314 eV
**Molar mass**: 180.14 g/mol
**LUMO energy**: -8.792 eV



(5)
This record from OMol25 describes the ion C2H4FN2O with charge +1. The level of theory is ωB97M-V with the def2-TZVPD basis set.

Cartesian coordinates (Å):
F (1.18761, -1.44155, -1.42346)
O (0.83061, 0.02173, 0.24303)
N (-1.74842, 2.31788, -0.03153)
N (-1.19486, 1.28833, 0.14988)
C (-0.55847, 0.18397, 0.17828)
C (1.36781, -1.28447, -0.11275)
H (-1.93822, 3.00905, 0.71123)
H (2.46712, -1.40866, 0.07412)
H (-1.11977, -0.66933, -0.19224)
H (0.70658, -2.01696, 0.40344)

**Strongest force on any atom**: 0.059 Eh/bohr
**SMILES**: N=[N+]=COCF
**HOMO**: -0.587 hartree
**Charge**: +1
**Energy above the lowest of the compared OMol25 structures with the same formula, charge and spin**: 7.8 kcal per mole
**HOMO-LUMO gap**: 8.971 eV
**Molar mass**: 91.06 g/mol
**LUMO energy**: -7.007 eV



(6)
This record from OMol25 describes a cluster of 2 separate species, C2H6S2 in total. The level of theory is ωB97M-V with the def2-TZVPD basis set.

Cartesian coordinates (Å):
S (-1.49440, 1.12855, 0.09369)
S (1.45453, -1.15227, 0.00976)
C (0.47284, -0.62719, -1.41413)
C (-0.45381, 0.56190, 1.35095)
H (-0.66446, 1.00415, 2.32482)
H (0.65915, 0.46418, -1.41990)
H (0.67100, -1.05869, -2.41439)
H (0.49258, 0.96960, 1.02597)
H (-0.54610, -0.49309, 1.48433)
H (-0.59133, -0.79714, -1.04109)

**Strongest force on any atom**: 0.050 Eh/bohr
**HOMO (spin up / spin down)**: -0.535 / -0.500 hartree
**2S+1**: 2
**⟨S²⟩**: 0.76
**Charge**: +1
**Energy above the lowest of the compared OMol25 structures with the same formula, charge and spin**: 118.2 kcal per mole
**HOMO-LUMO gap (spin up / spin down)**: 5.401 / 4.624 eV
**Molar mass**: 94.20 g/mol
**LUMO energy (spin up / spin down)**: -9.154 / -8.990 eV



(7)
This record from OMol25 describes a structure of composition C23H13BaCl6N3O14. The level of theory is ωB97M-V with the def2-TZVPD basis set.

Cartesian coordinates (Å):
Ba (-0.15176, 0.81491, -0.14003)
Cl (-3.96316, 5.19243, 1.21537)
Cl (-5.39570, -0.10472, 2.89171)
Cl (-3.94475, 4.02642, -1.45923)
Cl (-3.24963, 1.72060, 2.04967)
Cl (-2.62684, 6.56835, -0.95555)
Cl (3.25311, -4.27820, 2.15464)
O (0.64202, 1.30544, 2.37323)
O (-5.62503, -1.23562, -3.34190)
O (2.08822, 1.16185, 4.07852)
O (3.25774, -1.13845, -2.79042)
O (-2.31386, 1.60233, -1.44596)
O (-4.60028, 1.53188, -3.33494)
O (2.01090, 4.85707, -1.47726)
O (1.31498, -0.49353, -1.84381)
O (1.00086, 2.96114, -2.13005)
O (4.29574, -2.66771, 4.55395)
O (-4.13839, -2.74657, -1.29127)
O (3.62123, -0.61524, 5.03093)
O (-2.21215, -0.84363, -0.03670)
O (2.54693, 1.45808, -0.47847)
N (-0.74410, 3.82824, 0.21262)
N (1.19288, -1.11046, 1.53382)
N (1.64844, -2.34742, 1.27295)
C (2.54584, -2.73010, 2.19958)
C (0.06894, -4.21608, -2.11251)
C (-4.72356, -0.80784, -2.64999)
C (2.69624, -1.70026, 3.11229)
C (-3.96244, -1.57185, -1.59752)
C (2.54093, -0.39300, -2.11412)
C (1.44508, -4.07697, -1.98842)
C (1.80276, 3.52412, -1.43929)
C (-1.77839, 4.28476, 0.02450)
C (1.98722, -3.48460, -0.86071)
C (1.13025, -3.05483, 0.13680)
C (-3.67689, 0.05342, 2.45870)
C (-0.24317, -3.18395, 0.02825)
C (3.25828, 0.85827, -1.57103)
C (-3.07353, 0.62057, -1.70043)
C (1.80605, -0.70579, 2.63239)
C (-4.17444, 0.59745, -2.66896)
C (-3.05864, 4.95857, -0.28164)
C (3.60161, -1.70695, 4.29438)
C (2.68192, 2.84370, -0.40355)
C (-0.77977, -3.76265, -1.11210)
C (1.48025, 0.71346, 3.07913)
C (-3.01134, -0.63209, -1.01052)
H (3.04986, -3.29828, -0.79005)
H (-3.09808, -0.22754, 3.33065)
H (4.26101, 0.58172, -1.23825)
H (-3.42914, -0.57175, 1.60600)
H (3.71506, 3.18367, -0.53370)
H (2.10196, -4.37102, -2.79605)
H (-0.89537, -2.78248, 0.79044)
H (-0.34836, -4.64706, -3.01433)
H (2.34256, 3.17248, 0.58340)
H (3.34540, 1.56966, -2.39808)
H (-1.85727, -3.81370, -1.21694)
H (2.98962, 0.12286, 4.67649)
H (1.35213, 5.20688, -2.09665)

**Strongest force on any atom**: 0.009 Eh/bohr
**HOMO**: -0.075 hartree
**Charge**: -2
**Energy above the lowest of the compared OMol25 structures with the same formula, charge and spin**: 5.8 kcal per mole
**HOMO-LUMO gap**: 5.422 eV
**Molar mass**: 905.41 g/mol
**LUMO energy**: 3.378 eV